{"formula": "C44H57BHfIN9OS5", "method": "ωB97M-V with the def2-TZVPD basis set", "homo_lumo_gap_ev": 5.95, "energy_ha": -4639.286936, "e_above_lowest_ev": 0.692, "total_charge": 4, "e_homo_ev": -17.0839, "symbols": ["Hf", "C", "C", "C", "C", "N", "N", "B", "N", "N", "C", "C", "C", "C", "C", "S", "C", "C", "C", "C", "N", "N", "C", "C", "C", "C", "C", "S", "C", "C", "C", "C", "C", "S", "C", "C", "C", "C", "H", "H", "H", "H", "H", "H", "H", "H", "H", "H", "H", "H", "H", "H", "H", "H", "H", "H", "H", "H", "H", "H", "H", "H", "H", "H", "H", "H", "H", "H", "H", "H", "H", "H", "H", "H", "H", "H", "H", "S", "C", "C", "C", "N", "C", "C", "C", "C", "C", "N", "C", "C", "H", "H", "H", "H", "H", "H", "H", "H", "I", "C", "C", "C", "C", "C", "N", "H", "H", "H", "H", "C", "S", "C", "O", "H", "H", "H", "H", "H", "H"], "xyz": [[0.626, 1.227, -2.140], [-1.478, 5.249, 1.348], [-1.490, 3.834, 1.828], [-2.238, 3.410, 2.894], [-2.263, 2.054, 3.323], [-1.526, 1.159, 2.706], [-0.773, 1.600, 1.690], [0.118, 0.553, 1.160], [-0.499, -0.761, 0.865], [-0.104, -1.715, 1.720], [-0.824, -2.813, 1.749], [-1.948, -2.948, 0.888], [-2.307, -1.982, -0.018], [-3.480, -2.122, -0.934], [-1.493, -0.825, -0.021], [-1.714, 0.557, -1.057], [-0.431, -3.864, 2.774], [-0.921, -3.349, 4.139], [-1.082, -5.215, 2.467], [1.093, -4.023, 2.789], [1.583, 0.614, 1.436], [1.797, 1.141, 2.656], [3.013, 1.055, 3.142], [4.041, 0.436, 2.383], [3.823, -0.064, 1.125], [4.899, -0.708, 0.310], [2.500, 0.068, 0.641], [2.055, -0.489, -0.965], [3.287, 1.616, 4.522], [2.016, 2.189, 5.144], [3.827, 0.473, 5.399], [4.346, 2.722, 4.390], [-0.729, 2.829, 1.184], [0.249, 3.099, -0.220], [-3.085, 1.546, 4.499], [-4.033, 2.625, 5.022], [-2.102, 1.138, 5.608], [-3.894, 0.325, 4.044], [-2.140, 5.864, 1.953], [-1.804, 5.305, 0.308], [-0.470, 5.664, 1.403], [-2.854, 4.125, 3.423], [-2.525, -3.861, 0.939], [-3.803, -3.159, -0.985], [-3.242, -1.771, -1.939], [-4.317, -1.522, -0.569], [-2.005, -3.219, 4.153], [-0.450, -2.396, 4.389], [-0.663, -4.072, 4.913], [-2.166, -5.198, 2.589], [-0.702, -5.955, 3.170], [-0.843, -5.571, 1.462], [1.595, -3.087, 3.036], [1.467, -4.384, 1.828], [1.367, -4.757, 3.547], [5.032, 0.370, 2.813], [5.831, -0.744, 0.869], [5.073, -0.162, -0.619], [4.620, -1.727, 0.038], [1.248, 1.427, 5.280], [1.600, 2.998, 4.540], [2.262, 2.597, 6.124], [3.116, -0.353, 5.466], [3.995, 0.850, 6.407], [4.782, 0.084, 5.041], [3.968, 3.568, 3.812], [5.269, 2.369, 3.926], [4.608, 3.086, 5.383], [-3.499, 3.485, 5.433], [-4.629, 2.208, 5.834], [-4.730, 2.972, 4.257], [-1.515, 1.990, 5.957], [-1.420, 0.358, 5.263], [-2.662, 0.750, 6.459], [-4.622, 0.592, 3.275], [-4.444, -0.077, 4.894], [-3.244, -0.463, 3.661], [-2.266, -2.778, -6.745], [-1.485, -1.888, -5.497], [-1.523, -0.476, -5.574], [-0.915, 0.260, -4.596], [-0.286, -0.284, -3.532], [-0.264, -1.627, -3.442], [-0.832, -2.447, -4.387], [-2.058, -4.455, -6.199], [-0.821, -5.077, -6.322], [-0.722, -6.398, -5.914], [-1.742, -7.104, -5.424], [-2.922, -6.496, -5.350], [-3.142, -5.172, -5.719], [-2.035, 0.021, -6.388], [-0.948, 1.346, -4.646], [0.230, -2.049, -2.575], [-0.776, -3.521, -4.266], [0.033, -4.564, -6.745], [0.226, -6.919, -5.994], [-3.746, -7.094, -4.979], [-4.127, -4.732, -5.639], [3.307, 3.102, -1.820], [1.794, 4.100, -2.845], [1.949, 5.408, -3.261], [0.871, 6.025, -3.884], [-0.316, 5.323, -4.052], [-0.384, 4.020, -3.603], [0.663, 3.403, -3.024], [2.878, 5.936, -3.096], [0.956, 7.050, -4.222], [-1.181, 5.776, -4.516], [-1.303, 3.452, -3.698], [2.811, -0.373, -5.791], [2.803, 1.245, -5.059], [1.858, 2.141, -6.264], [1.882, 1.091, -3.827], [1.786, -0.696, -5.975], [3.329, -1.037, -5.101], [3.376, -0.304, -6.722], [2.463, 2.153, -7.174], [1.736, 3.163, -5.908], [0.904, 1.650, -6.447]], "forces_ev_per_a": [[0.3, 0.3, -0.3], [0.0, 0.0, 0.0], [0.0, -0.1, -0.1], [-0.1, 0.0, 0.1], [0.0, -0.1, 0.0], [0.0, 0.2, -0.1], [0.1, -0.1, -0.1], [0.1, -0.2, 0.0], [0.1, 0.1, 0.2], [-0.1, 0.0, -0.1], [0.0, 0.0, 0.0], [0.0, -0.1, 0.0], [0.1, 0.0, 0.0], [0.0, 0.0, 0.0], [-0.3, -0.1, -0.3], [0.0, -0.2, 0.3], [0.0, 0.0, -0.1], [0.0, 0.0, 0.0], [0.0, -0.1, 0.0], [0.0, 0.0, 0.0], [-0.4, 0.1, 0.0], [0.2, -0.1, -0.1], [0.0, 0.0, 0.0], [0.0, 0.0, 0.0], [-0.1, 0.1, 0.0], [0.0, 0.0, 0.0], [0.2, -0.1, -0.2], [0.0, 0.1, 0.2], [0.0, 0.0, 0.0], [0.0, 0.0, 0.1], [0.0, 0.0, 0.0], [0.0, 0.0, 0.0], [-0.1, 0.1, 0.0], [0.0, 0.0, 0.2], [0.0, 0.1, -0.1], [0.0, 0.0, 0.0], [0.0, 0.0, 0.0], [0.0, -0.1, 0.0], [0.0, 0.0, 0.0], [0.0, 0.0, 0.0], [0.0, 0.0, 0.0], [0.0, 0.0, 0.0], [0.0, 0.0, 0.0], [0.0, 0.0, 0.0], [0.0, 0.0, 0.0], [0.0, 0.0, 0.0], [0.0, 0.0, 0.0], [0.0, 0.0, 0.0], [0.0, 0.0, 0.0], [0.0, 0.0, 0.0], [0.0, 0.0, 0.0], [0.0, 0.0, 0.0], [0.0, 0.0, 0.0], [0.0, 0.0, 0.0], [0.0, 0.0, 0.0], [0.0, 0.0, 0.0], [0.0, 0.0, 0.0], [0.0, 0.0, 0.0], [0.0, 0.0, 0.0], [0.0, 0.0, 0.0], [0.0, 0.0, 0.0], [0.0, 0.0, 0.0], [0.0, 0.0, 0.0], [0.0, 0.0, 0.0], [0.0, 0.0, 0.0], [0.0, 0.0, 0.0], [0.0, 0.0, 0.0], [0.0, 0.0, 0.0], [0.0, 0.0, 0.0], [0.0, 0.0, 0.0], [0.0, 0.0, 0.0], [0.0, 0.0, 0.0], [0.0, 0.0, 0.0], [0.0, 0.0, 0.0], [0.0, 0.0, 0.0], [0.0, 0.0, 0.0], [0.0, 0.0, 0.0], [-0.1, 0.1, 0.0], [-0.1, 0.1, 0.0], [0.1, -0.1, 0.0], [-0.1, -0.1, 0.0], [-0.1, 0.0, 0.0], [-0.1, 0.0, -0.1], [0.0, 0.0, 0.1], [0.1, -0.2, -0.1], [-0.1, 0.0, -0.1], [0.1, -0.2, 0.1], [0.0, 0.4, -0.1], [-0.1, -0.2, 0.1], [0.1, 0.1, 0.0], [0.0, 0.0, 0.0], [0.0, 0.0, 0.0], [0.0, 0.0, 0.0], [0.0, 0.0, 0.0], [0.0, 0.0, 0.0], [0.0, 0.0, 0.0], [0.0, 0.0, 0.0], [0.0, 0.0, 0.0], [0.3, 0.1, 0.1], [-0.2, 0.1, -0.1], [0.0, 0.0, 0.0], [0.0, 0.0, 0.0], [0.0, 0.0, 0.0], [0.0, 0.0, -0.1], [-0.1, -0.1, 0.1], [0.0, 0.0, 0.0], [0.0, 0.0, 0.0], [0.0, 0.0, 0.0], [0.0, 0.0, 0.0], [-0.1, 0.0, 0.0], [0.4, 0.0, 0.2], [-0.1, 0.0, -0.1], [-0.3, 0.0, 0.1], [0.0, 0.0, 0.0], [0.0, 0.0, 0.0], [0.0, 0.0, 0.0], [0.0, 0.0, 0.0], [0.0, 0.0, 0.0], [0.0, 0.0, 0.0]], "mulliken_charge": [0.797, -1.828, 0.324, -0.281, -0.422, -0.971, 1.054, -1.687, 1.162, -0.833, -0.408, -0.206, 0.094, -1.699, 1.457, -0.453, 1.989, -1.467, -2.055, -1.501, 0.986, -0.585, -0.122, -0.387, -0.071, -1.682, 1.116, -0.584, 1.936, -1.885, -1.564, -1.661, 0.904, -0.290, 2.107, -2.212, -1.404, -1.461, 0.449, 0.346, 0.374, 0.640, 0.550, 0.479, 0.287, 0.336, 0.363, 0.245, 0.474, 0.397, 0.424, 0.476, 0.182, 0.373, 0.476, 0.559, 0.479, 0.361, 0.386, 0.379, 0.289, 0.492, 0.324, 0.471, 0.380, 0.369, 0.379, 0.465, 0.443, 0.414, 0.487, 0.384, 0.171, 0.468, 0.386, 0.461, 0.140, -0.141, 1.422, -1.301, -0.473, 1.275, -1.280, -1.084, 0.262, -0.165, -0.351, -0.509, -0.396, -0.101, 0.543, 0.264, 0.560, 0.551, 0.464, 0.385, 0.393, 0.434, 0.383, 0.161, -0.661, -0.423, -1.078, -0.457, 0.717, 0.581, 0.515, 0.551, 0.552, -0.812, 0.361, -0.709, -0.176, 0.174, 0.366, 0.493, 0.513, 0.205, 0.227]}

=====

{"formula": "C6H16AsF6HfNO2P2S4Sb", "method": "ωB97M-V with the def2-TZVPD basis set", "spin_multiplicity": 2, "homo_lumo_gap_ev": [6.75, 6.78], "energy_ha": -5842.320198, "e_homo_ev": [-8.0154, -8.0383], "s2": 0.754, "symbols": ["Hf", "C", "P", "C", "C", "C", "P", "C", "C", "H", "H", "H", "H", "H", "H", "H", "H", "H", "H", "H", "H", "H", "H", "H", "H", "S", "Sb", "S", "S", "S", "F", "As", "F", "F", "F", "F", "F", "O", "N", "O"], "xyz": [[0.594, -0.183, -1.347], [-0.039, -2.902, 1.073], [0.087, -1.079, 1.202], [0.953, -0.881, 2.793], [-1.646, -0.610, 1.623], [-1.827, 0.900, 1.445], [-1.544, 1.346, -0.321], [-1.617, 3.172, -0.230], [-3.178, 0.979, -1.058], [-0.560, -3.307, 1.941], [0.963, -3.328, 1.028], [-0.578, -3.159, 0.162], [0.443, -1.460, 3.564], [0.990, 0.170, 3.079], [1.976, -1.242, 2.686], [-1.867, -0.916, 2.647], [-2.304, -1.163, 0.948], [-1.093, 1.444, 2.046], [-2.824, 1.225, 1.749], [-2.548, 3.478, 0.245], [-1.566, 3.590, -1.237], [-0.777, 3.546, 0.356], [-3.952, 1.510, -0.503], [-3.367, -0.093, -1.042], [-3.177, 1.300, -2.099], [1.034, 2.964, 2.995], [2.428, 3.607, 1.355], [2.897, 0.604, 0.320], [1.710, 2.000, -0.687], [4.248, 1.796, 1.297], [2.397, 0.029, -2.681], [2.752, -1.745, -2.782], [4.246, -1.455, -2.026], [3.347, -1.593, -4.360], [2.924, -3.436, -2.736], [1.079, -1.848, -3.268], [1.971, -1.828, -1.073], [-0.909, -1.299, -1.576], [-1.288, -0.574, -2.690], [-0.375, 0.439, -2.839]], "forces_ev_per_a": [[2.6, 1.4, 2.8], [0.1, 0.2, 0.0], [-0.6, -0.6, 0.8], [0.1, 0.1, -0.2], [0.2, 0.1, -0.1], [0.1, -0.1, -0.2], [-0.5, 0.2, 0.7], [0.3, -0.2, -0.2], [0.2, 0.0, 0.0], [0.0, 0.0, 0.0], [0.0, 0.0, 0.0], [0.0, -0.1, 0.0], [0.0, 0.0, 0.0], [0.0, 0.0, 0.0], [0.0, 0.0, 0.0], [0.0, -0.1, 0.0], [0.0, 0.0, 0.0], [0.0, 0.1, 0.0], [0.0, 0.0, 0.0], [0.0, 0.0, 0.0], [0.0, 0.0, 0.0], [0.0, 0.0, 0.0], [0.0, 0.0, 0.0], [0.0, 0.0, 0.0], [-0.1, 0.0, 0.0], [0.3, 0.2, -0.4], [-0.2, -0.2, 0.7], [0.5, -0.2, 0.3], [0.6, 1.1, 0.2], [-0.1, 0.5, 0.0], [0.1, -0.6, 0.1], [0.9, -1.0, -0.6], [-0.2, 0.0, 0.0], [-0.2, 0.1, 0.1], [-0.1, 0.2, 0.1], [0.5, 0.0, 0.0], [0.4, 0.0, -0.5], [-2.3, -1.9, 0.1], [-1.4, -0.4, -1.1], [-1.2, 1.2, -2.5]], "mulliken_spin": [0.040, 0.001, 0.004, 0.000, -0.003, 0.000, 0.011, 0.001, 0.002, 0.000, 0.000, 0.000, 0.000, 0.000, 0.000, 0.000, 0.001, 0.000, -0.001, 0.000, 0.000, 0.000, 0.002, -0.002, 0.000, 0.000, -0.001, 0.000, 0.002, 0.000, -0.001, -0.006, 0.000, 0.000, 0.000, 0.006, 0.001, 0.070, 0.784, 0.091]}